*w*
The following is a DFT calculation (ωB97M-V/def2-TZVPD) of a cluster of 13 separate species, C26H78O13S13 in total.

```
! RIJCOSX wB97M-V def2-TZVPD def2/J DEFGRID3
* xyz 0 1
S 2.3584 -3.7713 -2.2582
S 4.3104 3.4457 0.3348
S -2.1216 3.3647 4.1578
S -5.2606 0.8277 0.0948
S -0.4416 -1.5123 -6.4562
S -0.3776 -4.2443 0.1368
S -2.5666 -6.1843 -2.2612
S 1.5294 6.2787 -0.9352
S -3.3356 -0.0903 3.2608
S 0.1074 1.0127 6.9618
S 3.2474 -0.4013 1.1708
S 2.8364 2.8877 -3.7182
S -0.8466 -0.2023 0.2818
O 3.8824 3.4457 -2.7082
O -2.1916 0.4347 -0.0572
O 2.7174 -1.5243 0.3348
O -1.9906 -6.7423 -3.5062
O -3.1436 4.2817 4.8498
O -0.7206 2.2057 6.6978
O 2.9784 5.7567 -0.9742
O 0.4164 -0.2733 -6.2602
O -1.7926 -0.0063 3.3068
O -5.8056 1.4707 1.4068
O 0.8314 -3.8023 -2.5262
O -1.7846 -4.5703 0.6758
O 3.5844 2.4837 1.3198
C -4.6276 2.1567 -1.0132
C -0.1006 -0.6213 -1.2442
C -1.8886 -1.0353 -7.3632
C 0.9544 0.6317 5.4608
C -2.7286 -4.4433 -2.4702
C 3.1154 -4.9223 -3.3002
C -6.6966 0.3817 -0.8112
C 2.3914 1.3117 -3.1382
C -2.7366 3.2907 2.4668
C 0.0424 1.1877 0.7658
C 1.1234 6.9237 0.7028
C 4.8994 4.6827 1.4298
C 3.6784 2.2577 -5.1302
C -0.7946 4.3757 3.6578
C 2.7804 -0.7383 2.8248
C 0.6304 -3.7383 1.5188
C -3.6956 -1.6143 2.4128
C 0.5684 4.8037 -0.7462
C 5.0324 -0.5983 1.4258
C -3.8196 -0.6573 4.8348
C -1.4306 -1.6773 -4.9052
C -0.9326 -0.4863 7.1288
C -4.2366 -6.7953 -2.0912
C 5.7634 2.7747 -0.0782
C 0.2334 -5.9323 0.1068
C 3.0854 -2.3613 -2.9922
H -3.3406 -4.2853 -3.3422
H 4.4394 1.5997 -4.9382
H -3.6146 2.5587 -0.6682
H 1.7514 1.3187 5.2648
H 6.4754 2.7667 0.8548
H 0.5174 -4.1153 2.3248
H 3.1174 -1.7783 2.9938
H -1.8286 -0.4343 7.8428
H 4.0404 -4.7673 -3.2422
H -2.6006 -1.8423 -7.0602
H 1.7654 7.5467 1.0998
H 2.6734 -1.6483 -2.3152
H -0.3866 -6.4813 -0.5402
H -0.3696 5.0877 -0.4892
H -1.4246 -0.8813 6.3278
H -3.7826 -1.6303 1.3168
H 2.9644 1.8977 -5.7492
H -2.3206 -0.1783 -7.1332
H -4.2106 -7.9013 -2.4332
H -2.0536 -2.6113 -4.9492
H 0.3704 -6.3393 1.0578
H -0.3746 1.8637 0.2218
H -0.1626 1.4547 1.9178
H -0.1546 0.3247 -1.9092
H -6.4136 -0.1623 -1.8782
H 4.0384 3.0297 -5.8312
H 5.4244 0.3337 1.9448
H -1.8776 -0.7523 -4.4482
H -3.3906 -0.0533 5.7868
H 4.0634 -2.3913 -3.0442
H -5.0416 -6.2103 -2.7182
H 2.9094 -4.7723 -4.2802
H 0.9644 1.1637 0.9338
H -7.4576 -0.2553 -0.3122
H 1.5604 -0.2973 5.6118
H -3.5986 2.7477 2.5088
H -1.5876 -1.0103 -8.5252
H 3.5214 -0.1713 3.4328
H -0.3906 -1.4193 7.4478
H -2.9546 -2.2443 2.5408
H 1.6904 -3.7073 1.1128
H 1.7764 0.7377 -3.9292
H 3.3214 0.5947 -3.1522
H -1.0666 5.4247 3.6228
H -0.2006 4.3307 4.4978
H -4.4966 1.7427 -2.0032
H 0.9354 -0.7813 -0.9722
H 5.0374 -1.5663 1.9838
H -3.3816 -1.5483 4.8758
H -3.2016 -4.0273 -1.7182
H 0.3904 0.6337 4.6568
H -3.0326 4.0867 1.9198
H -5.3826 3.1027 -0.8242
H -2.0456 -3.9003 -2.6252
H 0.4604 -2.6093 1.2608
H 0.6744 4.1067 -1.5812
H 6.2444 3.7627 -0.6112
H -4.4466 -6.7913 -0.9432
H 5.5144 -0.6363 0.5428
H 1.0404 -6.1803 -0.4492
H 0.4244 7.6717 0.6808
H -4.8646 -0.6333 4.9338
H 5.6994 5.3517 1.0298
H 5.2294 4.2267 2.3768
H 2.0114 1.4737 -2.2382
H 1.1844 6.2287 1.3738
H 3.9894 5.3487 1.6658
H -0.7666 -1.3893 -1.6792
H -0.1406 4.4337 2.6668
H -1.9716 2.7527 1.9358
H -7.0506 1.1697 -1.3242
H 1.8474 -0.3153 3.3218
H 2.7774 -5.9673 -3.1332
H 5.5074 1.8177 -0.7522
H 2.4994 -2.1433 -3.8482
H -4.7486 -1.9123 2.6518
H 0.8744 4.2627 0.2258
H -0.6226 -1.9393 -3.9512
*
```

LUMO: 0.0689 eV
HOMO-LUMO gap: 0.3021 Ha
M: 1015.8 g/mol
HOMO energy: -8.15 eV

*x*
The following is a DFT calculation (ωB97M-V/def2-TZVPD) of a cluster of 13 separate species, C26H78O13S13 in total.

```
! RIJCOSX wB97M-V def2-TZVPD def2/J DEFGRID3
* xyz 0 1
S -11.2460 3.1369 1.7176
S -14.4247 6.1544 4.1880
S -12.4025 -3.1866 4.7936
S -6.0767 -0.1158 0.6042
S -12.0569 2.2697 -3.7554
S -6.6586 6.4132 3.0271
S -14.1294 1.6056 5.6410
S -8.3202 0.1142 4.7093
S -10.7496 8.7595 0.6492
S -10.6200 8.9394 5.7168
S -14.8723 -0.1551 0.2915
S -10.5424 -1.4379 -1.9177
S -11.0069 4.4519 8.2097
O -9.8521 10.1177 6.1977
O -9.3490 0.9562 5.3835
O -15.5437 -0.7947 -0.8658
O -5.4728 0.2945 1.9042
O -15.7588 6.7435 4.4759
O -10.8921 1.7059 -4.4817
O -9.6398 4.8900 8.6007
O -10.6807 -0.9174 -0.5194
O -10.2476 3.4178 0.6384
O -12.7624 -3.4229 3.3719
O -13.6212 2.7314 4.8262
O -12.1204 8.8046 1.2286
O -8.1095 6.1451 3.0720
C -5.8192 -1.8775 0.4509
C -14.9352 2.3397 7.0713
C -10.9177 9.2164 -1.1017
C -8.0319 -1.2827 5.7905
C -10.3404 7.0171 0.4108
C -10.8255 1.4886 2.2692
C -10.8353 2.9079 7.3245
C -10.6710 4.0445 3.1510
C -13.9573 -3.1933 5.6661
C -6.6991 0.8339 4.9397
C -13.3646 7.4200 3.4887
C -11.4501 3.0503 -2.2658
C -12.1078 -1.4389 4.9450
C -11.7600 3.7771 9.6975
C -10.0479 7.5195 6.6629
C -9.8769 8.4284 4.1678
C -6.4465 7.8535 1.9840
C -7.8340 -0.2053 0.8921
C -5.9185 5.1957 1.9497
C -9.6290 -2.9666 -1.7832
C -15.6825 1.1475 4.8387
C -13.9551 1.2609 -0.3585
C -13.5614 6.0165 5.7415
C -12.6672 3.7082 -4.6358
C -13.5027 -1.2006 0.7397
C -9.2279 -0.4644 -2.6389
H -10.5130 8.4316 -1.7366
H -6.3187 -2.3559 1.2951
H -9.6085 0.5361 -2.8198
H -11.6679 4.5394 10.4638
H -12.6972 -0.6231 1.2047
H -15.5195 1.5847 7.5951
H -13.6582 3.9683 -4.2739
H -11.6044 1.1611 2.9606
H -9.0898 7.7520 7.1220
H -13.0543 -1.6829 -0.1248
H -8.6421 -2.7852 -1.3565
H -10.3478 7.5125 3.8141
H -16.3698 0.7052 5.5571
H -10.6312 0.8264 1.4271
H -7.2129 7.7926 1.2114
H -12.9498 -0.9057 4.4992
H -12.5023 6.8812 3.0991
H -11.0393 5.0640 3.0401
H -8.0185 -0.9780 6.8340
H -11.8300 2.4812 7.1914
H -5.9886 0.2163 4.3886
H -8.7894 -2.0373 5.5796
H -10.7623 7.3143 7.4586
H -12.0018 4.5680 -4.5065
H -11.9930 9.2497 -1.2823
H -13.9246 7.8729 2.6762
H -6.6380 8.7246 2.6120
H -13.0874 8.1827 4.2140
H -6.2709 -2.2444 -0.4720
H -12.9320 0.9368 -0.5769
H -6.3158 5.2905 0.9360
H -12.5112 5.7922 5.5401
H -16.0558 2.0877 4.4335
H -14.0177 5.2311 6.3400
H -14.4413 -4.1140 5.3434
H -11.1798 -1.1823 4.4442
H -14.5548 -2.3204 5.4073
H -12.1458 -1.1662 6.0018
H -9.9998 6.6489 6.0092
H -15.5722 3.1450 6.7035
H -8.1322 0.7934 1.2108
H -5.4302 7.9666 1.6114
H -9.8970 1.5551 2.8429
H -11.0735 3.6363 4.0786
H -9.4868 6.9732 -0.2651
H -4.8363 5.3141 1.9486
H -8.0287 -0.9035 1.7060
H -14.3789 1.5250 -1.3252
H -13.8453 -3.2533 6.7499
H -15.4897 0.4422 4.0320
H -4.7560 -2.0993 0.4638
H -10.8863 3.9673 -2.4197
H -13.5996 6.9365 6.3302
H -13.9294 2.0713 0.3666
H -10.8696 2.2606 -1.7898
H -10.3246 3.1211 6.3912
H -6.6838 1.8356 4.5196
H -6.2023 4.2074 2.3076
H -12.8216 3.6025 9.5028
H -13.7642 -1.9244 1.5120
H -10.1930 -3.6371 -1.1371
H -12.6092 3.4748 -5.6973
H -7.0814 -1.7431 5.5120
H -11.2015 6.4977 -0.0037
H -12.2853 3.2437 -1.5904
H -14.1745 2.7453 7.7356
H -8.3902 -0.4772 -0.0063
H -10.2380 2.2230 7.9278
H -8.3401 -0.4897 -2.0084
H -9.5370 -3.4424 -2.7604
H -10.4729 10.1901 -1.2791
H -11.2962 2.8186 9.9222
H -6.4291 0.8117 5.9956
H -8.8210 8.2336 4.3415
H -9.5840 4.0152 3.0931
H -10.0401 6.6807 1.4019
H -9.0092 -0.9032 -3.6162
H -10.0142 9.2339 3.4494
*
```

LUMO: -0.0487 eV
HOMO-LUMO gap: 0.3007 Ha
M: 1015.8 g/mol
HOMO energy: -8.23 eV

Winner for stability: *x*

*w*
The following is a DFT calculation (ωB97M-V/def2-TZVPD) of a cluster of 2 separate species, C14H16 in total.

```
! RIJCOSX wB97M-V def2-TZVPD def2/J DEFGRID3
* xyz 0 1
C 0.8133 2.0749 0.4237
C 0.0374 2.5511 -0.5617
C 2.0795 3.1262 -1.9661
C 0.5720 -2.8280 1.0645
C 2.7625 0.8531 1.1820
C 2.8011 2.5089 -0.9497
C -3.1213 -2.6471 0.9896
C -1.1112 -1.7443 -0.5227
C 2.1491 1.8416 0.1609
C -2.3757 -1.1789 -0.7439
C 0.6051 3.0998 -1.6732
C -0.8163 -2.5939 0.5173
C -1.8844 -3.0691 1.2926
C -3.3834 -1.5820 0.1394
H 0.1446 3.5238 -2.4981
H 3.8912 0.8022 1.0254
H -2.5524 -0.3867 -1.5076
H 3.9356 2.4589 -0.9610
H -1.1275 2.5372 -0.4504
H -4.4100 -1.1633 0.1476
H 2.4016 -0.1904 1.4580
H 0.3786 1.6388 1.2243
H -3.9669 -3.0812 1.5670
H 0.8271 -3.4202 2.0434
H 0.9823 -1.8797 1.4478
H -1.6175 -3.8702 1.9453
H 3.0003 1.4340 2.0806
H 1.2631 -3.1890 0.3128
H -0.2893 -1.3712 -1.1212
H 2.3737 3.6830 -2.8302
*
```

LUMO: 0.9068 eV
Structure (SMILES): Cc1ccccc1.Cc1ccccc1
HOMO-LUMO gap: 0.3531 Ha
M: 184.3 g/mol
HOMO energy: -8.70 eV

*x*
The following is a DFT calculation (ωB97M-V/def2-TZVPD) of a cluster of 2 separate species, C14H16 in total.

```
! RIJCOSX wB97M-V def2-TZVPD def2/J DEFGRID3
* xyz 0 1
C -1.9685 -1.1653 -0.1000
C 0.5701 -2.5735 0.0657
C -1.4591 -1.8889 -1.2283
C 2.7301 0.8911 -0.5031
C -1.3105 -1.2157 1.1187
C 1.8973 2.3235 1.3822
C -0.4563 2.9088 1.6757
C 1.6505 1.6199 0.1905
C 0.8910 3.1037 2.0106
C -0.2296 -2.5279 -1.1143
C -2.2402 -2.0008 -2.4899
C -0.7477 2.0309 0.5743
C -0.0997 -1.9319 1.1230
C 0.2974 1.4625 -0.1839
H 2.3371 0.1616 -1.1988
H 2.9048 2.3095 1.8636
H 0.3405 -1.9626 2.1113
H 0.0885 0.9434 -1.1228
H -1.9140 -1.0830 -3.0879
H -1.7381 1.9878 0.1441
H 3.3191 1.5926 -1.1466
H -2.8750 -0.6170 -0.2033
H -1.2150 3.2090 2.3804
H 1.1490 3.5602 2.9186
H -2.1302 -2.8409 -3.1351
H -3.3311 -1.8048 -2.3329
H 0.0471 -3.1977 -1.8678
H 1.4968 -3.0435 0.1196
H -1.4829 -0.6123 1.9471
H 3.4784 0.3614 0.0895
*
```

LUMO: 0.9280 eV
Structure (SMILES): Cc1ccccc1.Cc1ccccc1
HOMO-LUMO gap: 0.3550 Ha
M: 184.3 g/mol
HOMO energy: -8.73 eV

Winner for stability: *x*

*w*
The following is a DFT calculation (ωB97M-V/def2-TZVPD) of a cluster of 2 separate species, C14H16 in total.

```
! RIJCOSX wB97M-V def2-TZVPD def2/J DEFGRID3
* xyz 0 1
C 1.7903 -0.8139 -1.9393
C 1.7147 -0.9065 0.4508
C -3.0337 0.5111 0.1472
C -3.1840 0.2352 1.4959
C -2.3209 1.6355 -0.2817
C 4.0072 -0.8072 -3.1673
C -2.4891 1.0389 2.3995
C -1.7332 2.4884 0.6265
C -1.8695 2.2091 1.9942
C 1.0588 -0.8309 -0.7639
C -3.9874 -0.9227 2.0034
C 3.1730 -0.8314 -1.8988
C 3.8247 -0.8498 -0.6681
C 3.1053 -0.7979 0.5041
H 4.9112 -0.8904 -0.6807
H 1.1867 -0.7359 1.3789
H 5.0619 -0.7652 -2.9216
H -4.7927 -0.5480 2.6379
H -1.1147 3.3327 0.3638
H 1.3186 -0.7262 -2.9145
H -1.5288 2.9566 2.6989
H -2.4978 0.8015 3.4599
H 3.7036 0.0295 -3.7995
H -4.4806 -1.4556 1.1924
H -3.5007 -0.1017 -0.6147
H -2.2296 1.7699 -1.3510
H 3.8113 -1.7426 -3.6975
H 3.5673 -0.8501 1.4790
H -0.0214 -0.7826 -0.7399
H -3.4506 -1.6499 2.6062
*
```

LUMO: 0.9359 eV
Structure (SMILES): Cc1ccccc1.Cc1ccccc1
HOMO-LUMO gap: 0.3621 Ha
M: 184.3 g/mol
HOMO energy: -8.92 eV

*x*
The following is a DFT calculation (ωB97M-V/def2-TZVPD) of a cluster of 2 separate species, C14H16 in total.

```
! RIJCOSX wB97M-V def2-TZVPD def2/J DEFGRID3
* xyz 0 1
C 0.8060 -1.0134 2.9019
C -2.7320 -0.2069 -2.6109
C 0.8588 1.3579 2.7235
C 2.5951 0.0565 1.7487
C -2.7220 0.4406 -1.3967
C 0.1740 0.2082 3.1210
C -0.5875 -1.2178 -2.1453
C -1.6141 -0.9384 -3.0538
C 2.0474 -1.0989 2.2707
C 2.0009 1.3149 1.9464
C -1.5738 0.2966 -0.5994
C -0.4663 -0.4225 -0.9944
C -1.5107 -1.5505 -4.4606
C 2.4838 2.5463 1.2516
H 0.3512 2.2778 3.0282
H 0.4968 -0.3797 -0.5017
H -2.5152 -1.5690 -4.8739
H 0.2735 -1.8477 -2.3376
H 1.7364 2.8482 0.5163
H -0.8054 0.0880 3.5641
H 3.4204 2.4363 0.6870
H -1.5677 0.8253 0.3428
H -0.6825 -1.0247 -4.9253
H 0.3685 -1.9217 3.3037
H 2.7627 3.2713 2.0242
H 2.5786 -2.0382 2.1631
H -3.6390 0.8511 -0.9935
H -1.1964 -2.5862 -4.3802
H -3.5311 -0.3237 -3.3439
H 3.6202 0.1132 1.3916
*
```

LUMO: 0.9521 eV
Structure (SMILES): Cc1ccccc1.Cc1ccccc1
HOMO-LUMO gap: 0.3565 Ha
M: 184.3 g/mol
HOMO energy: -8.75 eV

Winner for stability: *w*

*w*
The following is a DFT calculation (ωB97M-V/def2-TZVPD) of a cluster of 2 separate species, C14H16 in total.

```
! RIJCOSX wB97M-V def2-TZVPD def2/J DEFGRID3
* xyz 0 1
C -3.5909 -0.8655 2.9786
C -2.2717 -0.9219 0.5379
C -3.3639 0.3304 2.2760
C 3.6731 -0.4816 -0.4553
C -2.4782 -2.1063 1.2171
C -3.8926 1.6113 2.8320
C 4.0911 1.1463 -3.8425
C 4.2879 0.0496 -1.5708
C 2.2962 -0.5104 -0.3336
C -3.1640 -2.0584 2.4219
C -2.6598 0.3013 1.0898
C 3.5038 0.6195 -2.5584
C 2.1162 0.5488 -2.4718
C 1.4974 0.0290 -1.3446
H 4.2463 -0.8634 0.3507
H 5.3639 0.0095 -1.6780
H -4.9926 1.6291 2.8943
H 3.3297 1.4329 -4.5578
H 4.7233 0.3797 -4.2969
H -3.6521 2.5024 2.2552
H -3.6628 1.7695 3.8868
H 0.4299 -0.0864 -1.2380
H 1.4315 0.8942 -3.2396
H -3.4112 -2.9629 2.9579
H 4.7639 1.9728 -3.5929
H -4.0144 -0.7647 3.9643
H -2.4131 1.1980 0.5572
H 1.8779 -0.8404 0.6097
H -1.8759 -0.8926 -0.4717
H -2.1890 -3.0698 0.8225
*
```

LUMO: 0.9560 eV
Structure (SMILES): Cc1ccccc1.Cc1ccccc1
HOMO-LUMO gap: 0.3649 Ha
M: 184.3 g/mol
HOMO energy: -8.97 eV

*x*
The following is a DFT calculation (ωB97M-V/def2-TZVPD) of a cluster of 2 separate species, C14H16 in total.

```
! RIJCOSX wB97M-V def2-TZVPD def2/J DEFGRID3
* xyz 0 1
C -2.0828 -1.5748 -2.8193
C 2.1467 1.9298 0.1710
C 1.0289 1.6958 0.9930
C -2.2039 -0.7607 -0.1961
C -0.2571 2.3271 0.5309
C -0.9631 -1.6610 -2.0130
C -1.0031 -1.3044 -0.6645
C 0.0536 -1.6434 0.3612
C 1.1760 0.8092 2.0410
C 2.3873 0.1709 2.2982
C 3.4295 0.3682 1.4146
C -3.2849 -1.1285 -2.2823
C -3.3752 -0.7899 -0.9353
C 3.3690 1.3182 0.4033
H 4.1989 1.6039 -0.2196
H -4.1595 -1.0157 -2.9050
H -2.2053 -0.3028 0.7897
H 4.3340 -0.2234 1.5128
H 2.4592 -0.6544 2.9913
H 2.0401 2.6980 -0.5851
H -4.3631 -0.5435 -0.5770
H -0.3822 3.2790 1.0581
H -0.4487 -1.9143 1.2829
H 0.7593 -0.8205 0.4934
H 0.5716 -2.5529 0.0572
H -2.1162 -2.0848 -3.7704
H 0.3321 0.5680 2.6732
H -0.0111 -2.0451 -2.3630
H -0.2797 2.4951 -0.5315
H -1.1502 1.7570 0.7902
*
```

LUMO: 0.9625 eV
Structure (SMILES): Cc1ccccc1.Cc1ccccc1
HOMO-LUMO gap: 0.3562 Ha
M: 184.3 g/mol
HOMO energy: -8.73 eV

Winner for stability: *w*